{"formula": "C91H211F6N5O15P5S6", "method": "ωB97M-V/def2-TZVPD", "species": ["C", "C", "C", "O", "H", "H", "H", "H", "H", "H", "H", "C", "C", "C", "O", "C", "N", "H", "H", "H", "H", "H", "H", "H", "H", "H", "H", "H", "H", "C", "C", "C", "O", "C", "N", "H", "H", "H", "H", "H", "H", "H", "H", "H", "H", "H", "H", "C", "C", "C", "C", "P", "C", "C", "C", "C", "C", "C", "C", "C", "C", "C", "C", "C", "H", "H", "H", "H", "H", "H", "H", "H", "H", "H", "H", "H", "H", "H", "H", "H", "H", "H", "H", "H", "H", "H", "H", "H", "H", "H", "H", "H", "H", "H", "H", "H", "H", "H", "H", "H", "C", "C", "C", "C", "P", "C", "C", "C", "C", "C", "C", "C", "C", "C", "C", "C", "C", "H", "H", "H", "H", "H", "H", "H", "H", "H", "H", "H", "H", "H", "H", "H", "H", "H", "H", "H", "H", "H", "H", "H", "H", "H", "H", "H", "H", "H", "H", "H", "H", "H", "H", "H", "H", "C", "C", "C", "C", "P", "C", "C", "C", "C", "C", "C", "C", "C", "C", "C", "C", "C", "H", "H", "H", "H", "H", "H", "H", "H", "H", "H", "H", "H", "H", "H", "H", "H", "H", "H", "H", "H", "H", "H", "H", "H", "H", "H", "H", "H", "H", "H", "H", "H", "H", "H", "H", "H", "C", "C", "C", "C", "P", "C", "C", "C", "C", "C", "C", "C", "C", "C", "C", "C", "C", "H", "H", "H", "H", "H", "H", "H", "H", "H", "H", "H", "H", "H", "H", "H", "H", "H", "H", "H", "H", "H", "H", "H", "H", "H", "H", "H", "H", "H", "H", "H", "H", "H", "H", "H", "H", "C", "C", "C", "C", "P", "C", "C", "C", "C", "C", "C", "C", "C", "C", "C", "C", "C", "H", "H", "H", "H", "H", "H", "H", "H", "H", "H", "H", "H", "H", "H", "H", "H", "H", "H", "H", "H", "H", "H", "H", "H", "H", "H", "H", "H", "H", "H", "H", "H", "H", "H", "H", "H", "N", "S", "O", "O", "F", "S", "O", "O", "F", "N", "S", "O", "O", "F", "S", "O", "O", "F", "N", "S", "O", "O", "F", "S", "O", "O", "F"], "xyz": [[0.53854, 0.11877, 1.16262], [-0.81457, 0.06462, 1.80343], [-1.94044, 0.46700, 0.83452], [-1.13006, -1.20039, 2.31277], [0.55024, -0.32531, 0.16725], [1.30468, -0.25141, 1.84387], [0.70047, 1.15238, 0.85683], [-0.70575, 0.77521, 2.62278], [-2.90456, 0.19817, 1.26616], [-1.83510, -0.02172, -0.13406], [-2.00010, 1.54557, 0.68879], [-3.17231, 8.54759, 6.77288], [-2.89987, 7.08861, 6.50579], [-1.56635, 6.92165, 5.84513], [-1.29498, 5.53576, 5.68076], [-0.14985, 5.24882, 4.84391], [-2.77080, 6.32170, 7.79478], [-2.42625, 5.39006, 7.61198], [-2.05348, 6.70668, 8.39257], [-3.68235, 6.26007, 8.22533], [-3.44248, 9.16432, 5.91571], [-2.21164, 8.95244, 7.09115], [-4.00713, 8.72390, 7.45119], [-3.78561, 6.70375, 6.00036], [-0.71320, 7.37261, 6.35197], [-1.56491, 7.54254, 4.94925], [-0.08757, 4.24445, 4.42502], [0.80152, 5.51617, 5.30382], [-0.21400, 5.89622, 3.96935], [-3.06078, -5.71544, -2.65765], [-3.10365, -4.35041, -3.48658], [-2.66180, -3.15730, -2.56217], [-1.62696, -3.57228, -1.69323], [-1.21242, -2.62377, -0.76916], [-2.11104, -4.41807, -4.58235], [-1.25284, -4.67705, -4.11703], [-2.35365, -5.13730, -5.24864], [-2.01390, -3.58166, -5.14009], [-2.17229, -5.87830, -2.04761], [-3.28421, -6.51072, -3.36878], [-3.93931, -5.84684, -2.02597], [-4.05952, -4.16594, -3.97687], [-3.52136, -2.81934, -1.98334], [-2.29751, -2.33901, -3.18330], [-2.04382, -2.34513, -0.12166], [-0.77714, -1.80501, -1.34209], [-0.42872, -3.09468, -0.17574], [0.74632, 0.09470, -11.49367], [1.09274, 0.58387, -10.10190], [0.96061, -0.53157, -9.09675], [1.82201, -1.78471, -9.42678], [1.29779, -3.37650, -8.69681], [2.34253, -4.65022, -9.39511], [2.52247, -5.92608, -8.50850], [3.21534, -7.04130, -9.20285], [2.51410, -7.52367, -10.54014], [1.37314, -3.32575, -6.83921], [2.68335, -2.91814, -6.16697], [3.01480, -3.57674, -4.86855], [1.85723, -3.74048, -3.83621], [-0.50028, -3.38199, -9.30059], [-1.05709, -4.78281, -9.68742], [-2.55838, -4.82195, -9.41224], [-3.28211, -3.76153, -10.34836], [0.54337, 0.79363, -12.30509], [-0.04094, -0.65412, -11.40657], [1.69432, -0.31748, -11.83937], [0.39185, 1.35194, -9.77494], [2.09910, 1.00214, -10.08209], [-0.09258, -0.73528, -8.90341], [1.20908, -0.10913, -8.12314], [2.86252, -1.60107, -9.15897], [1.90480, -2.09146, -10.46944], [3.28500, -4.16053, -9.64016], [1.73606, -4.75232, -10.29503], [1.57098, -6.30390, -8.13433], [3.02299, -5.72890, -7.56050], [3.63722, -7.87582, -8.64278], [4.15383, -6.57744, -9.50644], [3.11824, -8.22901, -11.11075], [2.30715, -6.68991, -11.21106], [1.55068, -7.97191, -10.29725], [1.04246, -4.32767, -6.56551], [0.47691, -2.77515, -6.55337], [2.61846, -1.85878, -5.91868], [3.51197, -3.09430, -6.85286], [3.86749, -3.19891, -4.30440], [3.34999, -4.56804, -5.17361], [0.99029, -4.24529, -4.26246], [1.71730, -2.69357, -3.56694], [2.23433, -4.27201, -2.96249], [-0.43394, -2.76465, -10.19646], [-1.03854, -2.81082, -8.54419], [-0.62100, -5.71073, -9.31744], [-0.99997, -4.88859, -10.77077], [-2.68537, -4.55833, -8.36225], [-2.92737, -5.83403, -9.57845], [-3.27950, -2.77946, -9.87547], [-4.30765, -4.07049, -10.55066], [-2.88576, -3.71746, -11.36278], [-2.02190, -7.60261, 4.92662], [-1.48284, -6.25072, 5.31010], [-1.74417, -5.02934, 4.50811], [-1.14409, -3.75466, 5.08657], [0.59850, -3.34700, 4.78811], [1.15640, -3.77339, 3.07132], [2.69588, -3.60007, 2.86924], [3.22512, -3.94225, 1.47555], [2.87758, -2.99647, 0.38203], [0.82694, -1.53423, 5.22206], [0.49204, -1.09030, 6.68129], [0.64316, 0.40318, 6.96922], [0.18191, 0.81781, 8.35225], [1.69637, -4.29232, 5.83761], [3.05663, -3.65320, 6.41755], [3.48837, -4.37952, 7.66012], [3.95318, -5.85416, 7.44825], [-2.90025, -7.46623, 4.29575], [-2.39635, -8.07534, 5.83459], [-1.29546, -7.90878, 4.17386], [-0.42663, -6.35560, 5.55818], [-2.01506, -5.95478, 6.21412], [-2.80444, -4.77731, 4.48794], [-1.37689, -5.27002, 3.51047], [-1.34040, -3.63489, 6.15203], [-1.64691, -2.94536, 4.55712], [0.67289, -3.04905, 2.41585], [0.70733, -4.65912, 2.62197], [3.20360, -4.32859, 3.50134], [2.99619, -2.56192, 3.01120], [2.81258, -4.88514, 1.11656], [4.30147, -4.09591, 1.55286], [1.79734, -3.02743, 0.23984], [3.48901, -3.14538, -0.50796], [3.16310, -1.98266, 0.66270], [0.39378, -0.94016, 4.41733], [1.84731, -1.43074, 4.85297], [0.90073, -1.80043, 7.40017], [-0.53574, -1.40320, 6.86525], [-0.13374, 0.81669, 6.32614], [1.63919, 0.79297, 6.75925], [0.65240, 1.78232, 8.54318], [0.36158, 0.15583, 9.19937], [-0.89596, 0.97301, 8.30517], [1.78523, -5.23719, 5.30148], [1.07825, -4.52940, 6.70353], [3.03669, -2.57958, 6.60471], [3.85004, -3.77389, 5.67996], [2.70576, -4.32638, 8.41696], [4.27417, -3.83986, 8.18867], [3.20567, -6.45316, 6.92813], [4.22900, -6.34329, 8.38248], [4.80593, -5.94174, 6.77504], [3.19353, 3.41608, -2.94200], [2.23417, 3.28691, -1.66274], [1.02120, 4.26652, -1.61767], [-0.29180, 3.63215, -1.03716], [-1.45472, 5.01393, -0.69034], [-2.05890, 5.58629, -2.37564], [-2.92942, 4.55799, -3.13293], [-2.37889, 3.22519, -3.78603], [-1.14910, 3.43995, -4.67287], [-0.87168, 6.33147, 0.29220], [-1.99671, 7.40477, 0.61537], [-1.39686, 8.53888, 1.61627], [-2.42203, 9.52682, 2.17047], [-2.87991, 4.36036, 0.15937], [-2.75723, 4.22973, 1.65470], [-4.02081, 3.51804, 2.23041], [-5.26347, 4.36506, 2.39230], [3.91873, 2.60568, -2.86843], [3.61259, 4.42225, -2.95260], [2.62006, 3.28974, -3.86030], [2.89909, 3.37557, -0.80360], [1.93751, 2.24179, -1.57446], [0.97967, 4.65091, -2.63680], [1.27611, 5.19582, -1.10824], [0.00250, 3.28529, -0.04662], [-0.68461, 2.78031, -1.59232], [-1.23815, 5.95120, -2.99315], [-2.74325, 6.41109, -2.17695], [-3.57818, 5.14271, -3.78510], [-3.67447, 4.26335, -2.39388], [-3.22763, 2.74517, -4.27319], [-2.26163, 2.44502, -3.03391], [-0.92661, 2.53858, -5.24394], [-0.27146, 3.52989, -4.03275], [-1.24930, 4.25477, -5.38990], [0.01211, 6.81218, -0.12726], [-0.50190, 5.91050, 1.22717], [-2.93223, 6.99215, 0.99307], [-2.42347, 7.91814, -0.24626], [-0.53907, 9.05771, 1.18835], [-0.95357, 7.98097, 2.44109], [-3.48002, 9.28226, 2.26518], [-2.19823, 10.41733, 1.58310], [-2.23351, 9.89041, 3.18060], [-2.91324, 3.35074, -0.25009], [-3.76095, 4.89410, -0.19699], [-2.53611, 5.14464, 2.20437], [-1.94547, 3.55675, 1.93080], [-3.69670, 3.28360, 3.24436], [-4.20142, 2.55054, 1.76199], [-5.57818, 4.77923, 1.43443], [-5.28112, 5.18220, 3.11345], [-6.02577, 3.68648, 2.77508], [4.61835, -0.66829, -2.12945], [6.00890, -0.58716, -1.39712], [6.17376, 0.05081, -0.04743], [7.56323, -0.22019, 0.56212], [8.13753, 0.75874, 1.98656], [8.18971, 2.50172, 1.45076], [8.58468, 3.51206, 2.69368], [8.98734, 4.86984, 2.14626], [10.18502, 4.94677, 1.23686], [6.96010, 0.43194, 3.42749], [5.64461, 1.17428, 3.30137], [4.56218, 0.60707, 4.30686], [3.19464, 1.23521, 4.10334], [9.83090, 0.17598, 2.51646], [10.74182, -0.20870, 1.38972], [12.21959, -0.47107, 1.92098], [12.90808, 0.85876, 2.31877], [3.76950, -1.03951, -1.55522], [4.49638, -1.24454, -3.04660], [4.25886, 0.32834, -2.38555], [6.59472, 0.00209, -2.10261], [6.36882, -1.61554, -1.42844], [5.36817, -0.21342, 0.63764], [6.00980, 1.12765, -0.08796], [8.23489, -0.18923, -0.29578], [7.69958, -1.23114, 0.94615], [7.17878, 2.70704, 1.09870], [8.93088, 2.65583, 0.66654], [9.21820, 2.95470, 3.38368], [7.75992, 3.71726, 3.37616], [9.22673, 5.50125, 3.00189], [8.11930, 5.29496, 1.64239], [11.01384, 4.34191, 1.60471], [10.57056, 5.94738, 1.04133], [10.10895, 4.59942, 0.20649], [7.36976, 0.61838, 4.42023], [6.83972, -0.65035, 3.37993], [5.23422, 1.17320, 2.29158], [5.91681, 2.21595, 3.47145], [4.84129, 0.82554, 5.33762], [4.31067, -0.45193, 4.36470], [2.46196, 0.67199, 4.68131], [2.94070, 1.22221, 3.04342], [3.22297, 2.29895, 4.33951], [9.67116, -0.74594, 3.07562], [10.36029, 0.84224, 3.19759], [10.83660, 0.51602, 0.58107], [10.39574, -1.12193, 0.90564], [12.81960, -0.87239, 1.10426], [12.29263, -1.02449, 2.85719], [13.92481, 0.69832, 2.67740], [12.45345, 1.39511, 3.15168], [12.81601, 1.59431, 1.51965], [-9.64361, 0.34346, 4.21992], [-9.60163, 0.09095, 2.71977], [-9.43899, -1.36999, 2.42538], [-8.22754, -2.11392, 3.04861], [-6.61069, -1.72645, 2.41078], [-5.79539, -0.11665, 3.22343], [-5.62139, -0.19256, 4.76698], [-4.21316, -0.59364, 5.22438], [-3.06210, 0.41520, 5.04243], [-5.35342, -2.99875, 2.61250], [-5.34426, -4.16122, 1.61472], [-4.13695, -5.07137, 1.59460], [-4.28460, -6.47171, 1.10275], [-6.60004, -1.24642, 0.59613], [-5.27882, -0.77555, -0.03078], [-5.53882, -0.09077, -1.31244], [-4.29932, 0.52664, -1.91384], [-8.60996, 0.22745, 4.54581], [-10.33163, -0.21461, 4.85498], [-9.88228, 1.37775, 4.46769], [-8.76015, 0.54064, 2.19269], [-10.44464, 0.54568, 2.19952], [-9.46669, -1.47140, 1.34047], [-10.44246, -1.69856, 2.69593], [-8.41490, -3.14471, 2.74785], [-8.24202, -2.11041, 4.13851], [-6.52288, 0.67393, 3.03949], [-4.88582, 0.22665, 2.73055], [-6.27438, -0.95393, 5.19362], [-5.75862, 0.72034, 5.34652], [-3.90144, -1.36009, 4.51482], [-4.25928, -0.98678, 6.23996], [-2.17660, -0.20762, 5.16925], [-2.98629, 1.08757, 5.89698], [-3.19319, 1.00788, 4.13709], [-5.52711, -3.49395, 3.56785], [-4.41363, -2.46447, 2.47302], [-5.42535, -3.59185, 0.68879], [-6.19240, -4.83418, 1.74067], [-3.92333, -5.17421, 2.65849], [-3.18907, -4.67427, 1.23135], [-4.91412, -7.16005, 1.66665], [-3.30882, -6.87720, 0.83524], [-4.64721, -6.37403, 0.07949], [-7.29888, -0.41810, 0.47953], [-6.93908, -2.11903, 0.03783], [-4.65188, -1.66114, -0.13456], [-4.83361, -0.09523, 0.69522], [-6.37057, 0.61314, -1.28446], [-5.80633, -0.79133, -2.10348], [-3.50280, -0.21243, -2.00003], [-4.06237, 1.38352, -1.28321], [-4.46154, 0.92465, -2.91553], [3.60582, 5.99826, 1.32095], [4.68199, 5.07903, 1.72675], [4.50341, 3.64174, 1.77915], [5.50096, 5.62494, 2.77801], [5.77619, 5.24659, 0.48635], [2.42869, 5.29132, 2.38748], [2.66537, 5.11148, 3.81245], [1.37003, 4.51903, 1.67069], [1.65633, 6.69851, 2.50081], [-2.08152, -2.02175, -6.01914], [-3.14568, -1.26794, -6.73659], [-2.94445, -0.87743, -8.11916], [-4.11778, -0.43414, -6.01578], [-4.02889, -2.64136, -6.80243], [-1.20439, -0.63762, -5.38015], [-2.02147, 0.08941, -4.40841], [-0.24830, 0.18232, -6.10783], [-0.25735, -1.51021, -4.30820], [-6.56178, 5.32485, -3.11644], [-6.67501, 3.99774, -4.15732], [-7.83642, 3.89917, -5.04481], [-5.92292, 2.74412, -3.87118], [-5.66493, 4.66633, -5.21012], [-6.97342, 4.52410, -1.99765], [-5.86325, 3.80839, -1.35661], [-8.30598, 3.92832, -1.98606], [-7.05928, 5.73397, -0.94097]], "forces_ev_per_a": [[-0.03, 0.78, -1.20], [-1.17, -2.11, 0.45], [0.25, 0.70, 0.46], [0.51, -0.09, 0.14], [0.14, -0.98, 0.10], [0.13, 0.00, -0.23], [0.60, 0.50, 0.49], [-0.50, 0.78, 0.53], [0.13, -0.26, 0.10], [-0.01, 0.01, 0.02], [0.18, 0.30, -0.33], [0.44, 0.63, 0.30], [-0.06, 0.59, -0.03], [0.74, -0.61, -1.23], [-0.20, -0.27, -0.28], [0.14, 1.21, -0.64], [-0.46, -0.06, -0.25], [0.02, -0.72, -0.58], [-0.03, 0.68, 0.56], [-0.12, 0.03, 0.73], [0.07, -0.63, -0.49], [-0.31, 0.52, 0.67], [0.31, -0.09, 0.43], [0.51, -0.68, -0.34], [-0.15, 0.21, 0.97], [-0.24, -0.51, -0.79], [-0.55, -0.20, 0.72], [-0.14, -0.17, 0.43], [-0.07, 0.11, -0.17], [-1.20, 0.65, -1.44], [0.25, -0.02, 2.54], [-0.09, -0.51, -0.20], [-0.69, -1.98, -1.52], [0.36, 0.32, 0.11], [0.12, -1.59, 0.41], [0.78, 0.08, -0.19], [-0.08, -0.58, -0.16], [0.06, 1.44, -0.21], [0.02, 0.19, -0.43], [0.68, -0.34, -0.16], [0.04, 0.74, 0.28], [-0.08, 0.03, 0.38], [-0.21, 0.10, -0.01], [-0.22, 0.32, -0.04], [0.19, 0.43, 0.16], [-0.06, 0.58, 0.44], [-0.13, 0.15, 0.12], [1.04, -0.21, -0.34], [-0.67, 0.72, -0.26], [0.13, -0.37, 0.70], [0.35, -0.28, 0.80], [-1.02, 2.15, 1.00], [-0.42, -0.23, 0.94], [-1.24, 0.00, 0.69], [1.46, -0.22, -2.94], [0.16, 0.37, 1.22], [-0.95, -0.80, -0.79], [-0.17, 1.55, -0.15], [-0.44, -2.94, 0.81], [1.58, 0.98, -0.70], [2.00, -1.46, 0.29], [-0.94, 0.26, -0.51], [-0.14, 1.04, -1.03], [-0.24, -1.11, 0.81], [-0.47, 0.43, 0.57], [-0.01, -0.05, -0.45], [-0.23, -0.85, -0.35], [0.12, 0.22, 0.02], [0.00, 0.11, 0.04], [-0.22, -0.43, -0.61], [0.64, -0.33, 0.13], [0.15, 0.05, 0.24], [-0.44, 0.46, -0.40], [0.11, -0.20, -0.13], [0.51, -0.87, -0.49], [-0.62, 0.23, -0.28], [0.41, 0.60, -0.15], [-0.93, -0.04, 0.59], [0.37, 0.03, -0.45], [0.00, -0.05, 0.28], [0.10, 0.10, 0.07], [-0.01, -0.21, -0.08], [0.37, -0.53, 0.08], [0.27, 0.65, 0.10], [0.05, 0.36, -0.68], [0.11, 0.28, -0.05], [0.02, 0.63, -0.50], [0.10, -0.50, 0.29], [-0.09, 0.25, 0.16], [-1.05, -0.22, 0.43], [-0.19, -0.10, -0.07], [-0.12, 0.10, 0.07], [-0.33, -0.25, 0.02], [0.62, 0.41, 0.63], [0.44, 0.07, -0.11], [-0.47, -0.01, 0.11], [-0.12, 0.08, -0.03], [-0.04, 0.02, -0.22], [-0.18, 0.15, 0.48], [0.62, 0.03, 0.15], [-0.69, 1.68, -1.62], [-0.70, 0.61, 2.57], [0.43, -0.06, -0.96], [0.40, 0.26, -0.82], [0.19, 1.09, -0.61], [0.02, 1.78, -0.61], [-0.56, -1.08, -0.41], [-0.21, -1.10, -0.17], [0.31, 1.35, 0.13], [0.41, -0.79, -0.89], [-0.21, -1.47, -0.62], [-0.60, -1.07, -0.11], [-0.24, 0.48, 0.21], [0.50, 0.60, 1.29], [-0.41, -0.81, -1.25], [0.46, -1.01, 1.00], [-0.29, 0.56, -0.35], [-0.45, 0.12, 0.07], [0.96, -1.04, -0.49], [0.06, -1.71, 0.72], [0.14, 0.17, 0.09], [0.43, -0.35, 0.86], [-0.14, -0.56, -0.36], [-0.23, 0.77, -0.52], [0.00, -0.12, 0.12], [0.07, 0.50, 0.00], [-0.32, 0.78, 0.15], [0.35, -0.70, 0.80], [0.18, 0.52, 0.53], [0.00, 0.00, 0.73], [0.10, -0.54, 0.47], [0.09, 0.11, 0.03], [0.13, 0.23, -0.58], [-0.50, -0.51, -0.27], [-0.30, 0.34, 0.18], [-1.17, -0.09, 0.07], [0.76, 0.14, 0.93], [1.16, 0.37, 0.18], [-0.66, 0.59, -0.35], [0.65, 0.61, -0.60], [-0.12, -0.14, -0.24], [-0.17, 0.03, 0.39], [0.37, -0.15, -0.21], [-0.09, 0.04, 0.25], [0.60, -0.10, 0.13], [-0.01, -0.10, 0.27], [-0.66, -0.01, -0.04], [-0.04, -0.04, -0.27], [-0.43, -0.32, -0.08], [0.38, 0.14, -0.41], [-0.37, -0.05, 0.33], [-0.17, 0.08, -0.03], [0.29, 0.42, 0.10], [-1.82, 0.03, 1.36], [1.01, -0.04, -0.56], [0.80, -0.56, -0.71], [1.55, 1.66, 0.74], [-1.05, -1.22, -3.01], [0.26, -0.51, 0.49], [-0.55, -1.07, 0.76], [-0.68, 1.27, 0.33], [-0.16, -1.09, 0.35], [-0.08, 1.83, 0.91], [0.93, 1.40, 0.44], [-0.86, -2.46, 0.13], [0.66, 1.13, -0.06], [0.32, -0.21, -0.44], [-0.78, -1.13, 0.58], [1.37, 1.15, 1.44], [-0.78, -0.41, -0.63], [0.31, 0.39, -0.12], [0.41, -0.23, -0.03], [-0.04, -0.07, -0.05], [-0.16, 0.46, 0.28], [-0.54, -0.08, -0.29], [-0.91, -0.30, -0.29], [0.16, -0.27, 0.67], [-0.03, -0.29, 0.20], [-0.30, 0.44, -0.16], [0.23, 0.09, 0.23], [0.19, 0.26, 0.10], [0.45, -0.12, -0.63], [-0.24, -0.39, 0.02], [-0.10, 0.56, -0.73], [0.79, 0.20, 0.41], [-0.21, -0.04, -0.16], [0.14, 0.58, -0.10], [0.01, 0.15, 0.27], [-0.11, 0.12, -0.22], [-0.09, -0.13, 0.12], [0.36, -0.43, 0.72], [0.70, 0.03, -0.56], [-0.26, 0.00, -0.37], [0.07, -0.26, 0.17], [0.03, -0.35, -0.94], [-1.15, 0.29, -0.11], [0.71, -0.32, 0.27], [-0.53, -0.16, -0.13], [-0.21, -0.05, 0.15], [-0.34, 0.25, -0.16], [0.40, -0.04, -0.33], [-0.02, -0.40, 0.31], [-0.11, 0.21, -0.45], [-0.32, -0.11, -0.03], [0.81, 0.06, 0.07], [-0.44, 0.08, -0.30], [-0.97, 1.04, 1.02], [-0.81, -0.76, -2.19], [-0.98, 0.55, 1.36], [0.01, -0.59, -0.06], [0.57, 0.86, 0.74], [0.02, 0.70, 2.55], [-1.10, -1.35, -1.14], [0.38, 0.32, 0.13], [1.22, -0.49, -0.95], [0.55, -0.30, -1.14], [-0.68, -0.81, 0.58], [-0.01, 1.12, 0.20], [0.32, 0.63, -0.62], [-0.94, -0.36, -0.16], [2.00, -0.87, -0.30], [-0.39, 1.94, 0.11], [-0.58, 0.36, -0.01], [0.27, -0.21, 0.71], [1.10, -0.11, -0.09], [0.23, 0.25, -0.11], [0.50, -0.23, -0.02], [0.46, 0.02, 0.34], [0.02, -0.60, 0.13], [0.21, 0.23, -0.45], [0.62, 0.46, 0.31], [-0.43, -0.44, -0.17], [0.02, 0.33, -0.20], [-0.11, -0.29, -0.11], [1.06, 0.38, -0.37], [-0.71, -0.21, -0.50], [-0.28, 0.12, 0.09], [-0.12, 0.06, 0.20], [0.21, 0.14, 0.39], [-0.17, 0.21, 0.63], [-0.83, -0.38, -0.11], [0.57, 0.24, -0.24], [-0.12, -0.24, -0.10], [0.00, -0.21, -0.02], [-0.73, 0.17, 0.38], [0.45, 0.15, 0.09], [1.06, -0.53, -0.86], [-0.16, 0.44, -0.07], [-0.30, -0.28, -0.07], [-0.28, 0.00, 0.35], [-0.28, -0.02, 0.29], [-0.55, 0.46, -0.03], [-0.12, 0.36, 0.12], [-0.13, -0.10, 0.04], [-0.16, -0.49, 0.25], [-0.45, -0.88, -0.45], [0.12, 0.03, -0.56], [-0.43, -0.33, 0.31], [0.64, -0.09, -0.29], [0.85, 1.27, 0.01], [0.47, 0.62, -0.07], [-1.19, 0.42, -0.76], [-1.61, -0.41, -0.32], [2.55, 3.29, -1.15], [-1.58, -0.56, 0.85], [1.04, -0.46, 0.52], [0.44, -0.33, -1.43], [-0.82, -0.26, 1.49], [-0.21, -1.46, 0.37], [-0.61, 0.71, -1.71], [1.11, 0.31, 2.72], [-0.11, -0.02, -2.19], [-0.51, -0.45, 0.69], [-0.46, -0.55, 1.96], [-0.09, -0.20, -2.32], [-0.01, 0.91, 0.16], [-0.03, -0.25, 0.66], [0.06, -0.59, -0.49], [0.01, 0.17, -0.28], [0.37, 0.87, 0.62], [-0.32, -0.50, 0.03], [0.46, -0.31, -0.13], [0.43, -1.42, 0.57], [0.34, -0.37, 0.11], [0.17, 0.16, 0.03], [-0.26, -0.06, -0.33], [0.09, -0.64, -0.19], [-0.39, 0.15, -0.02], [-0.91, 0.44, -0.67], [-0.01, -0.77, 0.37], [0.15, -0.06, -0.04], [0.42, 0.38, -1.01], [-0.36, 0.43, 0.05], [0.66, -0.31, -0.16], [0.64, 0.64, 0.66], [0.24, 0.07, 0.65], [-0.26, -0.81, -0.76], [-0.40, 0.33, -0.08], [0.33, -0.05, 0.39], [-0.31, 0.63, -0.45], [0.16, 0.16, 0.02], [0.17, -0.37, 0.88], [-0.84, -0.36, -0.16], [-0.39, -0.19, 0.10], [-0.49, 0.07, -0.04], [0.48, 0.18, -0.07], [0.39, 0.04, -0.30], [0.13, 0.25, 0.28], [-0.64, -0.59, 0.25], [0.27, 0.15, 0.29], [0.73, 0.03, -0.03], [-0.28, -0.08, 0.06], [-5.77, -0.16, 0.57], [9.92, -2.22, 0.98], [-0.96, 0.41, -0.40], [-0.45, -0.55, 0.17], [-1.56, -0.20, 0.29], [-4.91, 2.44, -0.84], [0.72, -0.98, -2.26], [3.12, 0.78, 1.66], [-0.02, 0.15, -0.31], [6.67, 1.68, 3.13], [-10.39, 2.38, -4.05], [1.09, -0.72, 1.45], [2.79, -1.19, -0.76], [0.12, -0.25, -0.67], [0.97, 1.80, 4.79], [1.14, -1.54, -2.01], [-1.44, -2.42, -0.15], [-0.66, 0.06, -1.70], [0.94, 0.54, -7.29], [1.65, -1.46, -7.37], [1.22, 0.20, 2.90], [-2.05, 2.78, 0.47], [0.37, 0.20, 0.31], [-1.77, -2.70, 11.66], [-1.22, -0.32, -0.24], [1.88, 0.34, -0.20], [-0.64, 0.27, 0.12]], "homo_lumo_gap_ha": 0.218, "homo_ev": -11.1, "energy_ev": -263679.145, "charge": 3}